1.
A structure of composition C4H12NO2 at a distorted geometry, computed with ωB97M-V with the def2-TZVPD basis set.

Computed properties:
Energy relative to the best compared isomer or geometry (same formula, charge and spin): 99.39 kcal/mol
HOMO level: -3.59 eV
Spin multiplicity: 1
Net charge: -1
Kohn-Sham gap: 7.5 eV

Element x y z (Å)
C (2.40353, -0.76251, -0.44168)
C (1.16277, -0.13438, -1.19383)
N (0.11087, -1.11257, -1.28029)
C (-0.87925, -0.71020, 0.30039)
C (-1.80744, 0.38329, -0.25378)
O (-2.55398, 1.01086, 0.74576)
H (2.87062, -1.50406, -1.07954)
H (3.20220, -0.11955, -0.02443)
H (1.97652, -1.26357, 0.44474)
H (1.57415, 0.17669, -2.16371)
H (0.91904, 0.80677, -0.68254)
H (-0.10353, -1.52140, -0.28781)
H (-1.45453, -1.53112, 0.71874)
H (-0.23976, -0.23496, 1.06862)
H (-2.42090, -0.10894, -1.01846)
H (-1.22574, 1.12938, -0.78278)
H (-0.80004, 1.49052, 2.66490)
H (-1.90837, 1.72033, 1.14387)
O (-0.82616, 2.28542, 2.12184)

These are the natural (NBO) partial charges, in e, on atoms 1 to 8: C -0.6260; C -0.2676; N -0.6120; C -0.3451; C -0.0503; O -0.7944; H 0.1880; H 0.1953

=====

2.
A cluster of 2 separate species, C4H12NO2 in total at a distorted geometry, computed with ωB97M-V with the def2-TZVPD basis set.

Computed properties:
Energy relative to the best compared isomer or geometry (same formula, charge and spin): 30.53 kcal/mol
HOMO level: -3.25 eV
Spin multiplicity: 1
Net charge: -1
Kohn-Sham gap: 7.1 eV

Element x y z (Å)
C (-0.35190, -0.36888, 1.39570)
N (0.32096, -1.12505, 0.44074)
C (-0.61355, -1.31764, -0.75816)
O (-0.85779, -0.28040, -1.63301)
C (0.46668, 0.13664, 2.57744)
C (1.28240, 1.55098, 2.32855)
H (-1.00420, 0.33437, 0.86222)
H (-1.14246, -1.03318, 1.78299)
H (1.12065, -0.68590, 0.07597)
H (-0.23648, -2.22287, -1.20953)
H (-1.59369, -1.69772, -0.19800)
H (1.05679, -0.66754, 3.01572)
H (-0.27097, 0.40120, 3.32754)
H (0.79494, 2.45432, 2.65043)
H (2.24720, 1.34350, 3.01195)
H (1.68658, 1.63213, 1.35011)
H (-1.01780, 1.03519, -4.33575)
H (-0.29695, 0.38779, -3.07570)
O (-0.17872, 1.10383, -3.81752)

These are the natural (NBO) partial charges, in e, on atoms 1 to 8: C -0.2339; N -0.6899; C 0.1366; O -0.9660; C -0.3916; C -0.6078; H 0.1905; H 0.1620

=====

3.
A cluster of 2 separate species, C4H12NO2 in total at a distorted geometry, computed with ωB97M-V with the def2-TZVPD basis set.

Computed properties:
Energy relative to the best compared isomer or geometry (same formula, charge and spin): 38.63 kcal/mol
HOMO level (alpha / beta): -9.15 / -9.14 eV
Spin multiplicity: 2
Net charge: 0
<S²>: 0.75
Kohn-Sham gap (alpha / beta): 10.0 / 6.9 eV

Element x y z (Å)
C (-1.02914, -0.83563, -1.38304)
C (-1.11466, 0.73136, -1.52878)
N (-0.70577, 1.46969, -0.26534)
C (0.70768, 1.29936, -0.00463)
C (1.07599, 0.40252, 1.27756)
O (-0.05186, -0.33742, 1.61769)
H (0.02726, -1.03668, -1.26256)
H (-1.76236, -1.09205, -0.63938)
H (-1.29919, -1.16446, -2.39888)
H (-2.10719, 1.06311, -1.82602)
H (-0.46725, 1.13080, -2.31676)
H (-1.31090, 1.05021, 0.42577)
H (1.25920, 0.91419, -0.86441)
H (1.15218, 2.23817, 0.36656)
H (1.40906, 0.92559, 2.18507)
H (1.93640, -0.26795, 1.06163)
H (1.51071, -2.19245, 2.00184)
H (0.16704, -1.78306, 1.47608)
O (0.60280, -2.51533, 2.07759)

These are the natural (NBO) partial charges, in e, on atoms 1 to 8: C -0.6372; C -0.2095; N -0.6266; C -0.2154; C -0.1352; O -0.3417; H 0.2043; H 0.2180

=====

4.
A cluster of 2 separate species, C4H12NO2 in total at a distorted geometry, computed with ωB97M-V with the def2-TZVPD basis set.

Computed properties:
Energy relative to the best compared isomer or geometry (same formula, charge and spin): 27.90 kcal/mol
HOMO level: -14.79 eV
Spin multiplicity: 1
Net charge: +1
Kohn-Sham gap: 11.5 eV

Element x y z (Å)
O (0.25752, 2.58500, -0.39895)
C (0.58140, 1.99770, 0.59133)
C (0.37846, 0.48668, 0.65797)
N (0.12277, 0.00488, -0.75390)
C (1.35999, 0.03340, -1.58359)
C (-0.81550, 0.23167, 1.53618)
H (0.94642, 2.44979, 1.52578)
H (1.17477, -0.11708, 1.05141)
H (-0.29506, -0.93036, -0.74816)
H (-0.45154, 0.74030, -1.11427)
H (1.84527, 1.00597, -1.57803)
H (1.19310, -0.26393, -2.61797)
H (2.05576, -0.67679, -1.14921)
H (-1.76430, 0.73350, 1.30752)
H (-0.63701, 0.65181, 2.53993)
H (-1.05029, -0.79779, 1.77561)
H (-2.18894, -2.52637, -0.87083)
H (-1.29626, -3.22753, 0.13542)
O (-1.41654, -2.38084, -0.30626)

These are the natural (NBO) partial charges, in e, on atoms 1 to 8: O -0.4952; C 0.4375; C -0.1611; N -0.5162; C -0.4336; C -0.6593; H 0.1657; H 0.2438